{"formula": "C32H24AgF12N5O2", "method": "ωB97M-V/def2-TZVPD", "species": ["Ag", "C", "C", "C", "C", "C", "N", "C", "C", "C", "C", "C", "C", "C", "C", "O", "C", "F", "F", "F", "C", "F", "F", "F", "C", "C", "C", "O", "C", "F", "F", "F", "C", "F", "F", "F", "H", "H", "H", "H", "H", "H", "H", "H", "H", "H", "H", "H", "N", "C", "C", "C", "C", "C", "C", "C", "C", "N", "C", "H", "H", "H", "H", "H", "H", "H", "H", "N", "C", "C", "C", "N", "H", "H", "H", "H"], "positions_angstrom": [[7.841741, 10.162181, 9.377011], [6.027316, 11.628332, 16.041195], [6.495733, 11.702395, 14.658804], [6.286593, 12.819164, 13.795699], [6.646016, 12.746994, 12.476461], [7.285776, 11.582484, 11.840669], [7.843607, 11.751395, 10.621396], [8.471665, 12.926732, 10.290935], [9.120763, 13.596140, 11.342836], [10.001756, 14.675608, 11.074996], [9.934932, 15.300910, 9.838240], [10.726980, 16.530870, 9.600398], [9.103970, 14.723393, 8.841831], [8.588598, 13.451212, 8.930860], [7.926356, 12.700605, 7.670416], [8.194244, 11.414414, 7.700994], [8.467729, 13.239200, 6.280241], [7.788054, 12.513580, 5.333722], [9.812858, 13.081733, 6.165165], [8.191446, 14.521838, 5.960562], [6.364907, 13.064723, 7.674547], [5.611244, 12.650699, 6.676366], [6.239394, 14.472118, 7.748316], [5.859994, 12.562644, 8.840326], [7.349128, 10.379670, 12.667454], [7.016491, 10.539975, 14.009629], [7.679952, 8.924651, 12.162743], [8.374799, 8.808353, 11.014417], [6.334020, 8.125966, 12.002170], [5.724796, 8.428112, 10.796642], [6.577783, 6.764031, 11.880124], [5.477628, 8.407788, 12.995749], [8.618486, 8.217137, 13.277573], [9.449900, 9.146055, 13.812419], [9.403431, 7.233839, 12.781916], [7.873344, 7.710068, 14.327594], [6.791221, 11.269208, 16.717348], [5.183223, 10.964171, 16.204027], [5.772568, 12.612985, 16.389346], [5.619510, 13.662787, 14.077089], [6.599400, 13.563022, 11.788060], [9.016573, 13.229635, 12.368462], [10.757851, 15.056211, 11.795060], [10.813868, 16.775079, 8.503043], [11.784171, 16.402787, 9.924920], [10.294546, 17.423136, 10.150418], [8.871661, 15.269417, 7.957757], [6.996073, 9.635633, 14.662602], [11.273748, 8.309893, 11.032791], [12.540803, 8.621726, 10.668376], [13.682520, 8.128218, 11.354620], [14.988192, 8.668550, 11.156894], [15.228530, 9.576201, 10.135627], [14.106080, 10.162915, 9.507029], [14.170147, 11.230834, 8.504081], [13.071710, 11.752463, 7.890006], [11.787630, 11.244453, 8.286686], [11.669046, 10.315996, 9.179444], [12.750071, 9.720632, 9.754858], [11.089041, 8.026433, 12.048648], [10.613666, 8.987868, 10.610849], [13.530372, 7.324118, 12.049797], [15.773949, 8.092280, 11.675473], [16.201679, 9.978189, 9.891699], [15.158102, 11.440936, 8.100407], [13.106336, 12.536104, 7.095311], [10.888924, 11.684861, 7.882696], [8.349078, 7.238934, 8.663160], [8.713181, 6.415876, 7.629696], [8.787534, 7.206427, 6.521930], [8.516991, 8.532764, 6.942184], [8.093554, 8.515267, 8.216185], [8.237841, 7.078686, 9.700596], [8.839096, 5.333187, 7.741753], [9.063322, 6.894064, 5.542028], [8.529031, 9.431321, 6.341409]], "atomic_forces_ev_per_a": [[-0.7, 0.0, 0.1], [0.0, 0.0, 0.9], [0.7, -0.4, -3.1], [-1.0, -0.6, 0.5], [1.0, -1.8, -0.7], [0.3, 0.7, 1.5], [-0.5, 1.0, 1.1], [-0.2, -0.6, -0.3], [1.9, 1.4, -0.1], [-0.7, -0.6, 0.1], [-0.7, -0.7, -0.3], [0.6, 1.4, -0.7], [1.1, 0.0, 0.6], [-1.6, -0.3, 0.8], [0.6, 0.8, 0.6], [0.2, 1.0, -2.2], [-0.9, -0.5, 0.8], [1.3, 0.3, -0.1], [-0.9, -0.1, -0.4], [0.3, 0.3, -0.2], [1.4, 1.0, 2.2], [-0.3, -0.1, -0.2], [-0.5, -1.5, -0.2], [-0.3, 0.6, -1.2], [-0.3, 0.6, -0.3], [-1.2, 0.1, 1.4], [1.5, 0.0, -0.7], [0.0, -1.1, 1.8], [0.7, 0.3, -1.4], [0.3, -0.1, 1.6], [-0.5, 0.9, 0.8], [-0.4, -1.1, -0.4], [-1.4, 1.1, 0.0], [0.1, -0.8, -0.1], [-0.8, 0.2, 0.7], [0.9, -0.4, -0.4], [0.4, -0.2, 0.2], [-0.4, -0.1, -0.1], [-0.4, 0.5, 0.3], [0.8, -0.4, 0.3], [-0.5, 0.6, 0.0], [0.3, -0.1, -0.6], [-0.8, -0.3, -0.2], [-0.3, -0.1, 1.0], [-0.6, 0.1, 0.1], [0.5, -0.7, -0.6], [0.4, 0.4, -0.7], [0.2, 0.8, -0.6], [-0.5, -0.1, 0.9], [1.2, 0.9, 1.7], [-0.2, 1.1, -1.0], [-0.6, -1.7, -0.9], [-0.5, 0.4, 0.8], [-1.9, 0.7, -1.3], [0.8, -1.3, 0.1], [-0.6, 0.1, -0.1], [0.9, 0.8, 0.1], [-0.3, -1.0, 0.4], [1.6, 0.2, -0.3], [0.4, 0.7, -2.6], [-0.2, -0.9, 0.7], [0.0, -0.2, 0.4], [-0.1, 0.8, -0.2], [0.2, -0.1, 0.1], [0.1, 0.4, 0.3], [0.2, -0.8, 0.8], [-0.3, -0.1, 0.0], [-0.9, 0.2, 0.1], [-0.4, 0.1, 1.3], [0.6, 0.6, -0.2], [-1.1, -1.1, 0.4], [1.9, -2.7, -1.6], [0.1, 0.5, -1.4], [0.1, 0.7, 0.1], [0.2, -0.1, -0.5], [-0.3, 0.1, 0.4]], "total_charge": -2, "relative_energy_kj_mol": 0.0, "e_tot_ha": -3003.44042}